Below is C48H58N3O2PrS3Si2 as an isolated structure, with properties calculated with the ωB97M-V functional and the def2-TZVPD basis.

Values from the calculation:
Net charge: -2
Energy above the lowest of the compared OMol25 structures with the same formula, charge and spin, eV: 0.000
Multiplicity: 3
HOMO level (alpha / beta), hartree: -0.048 / -0.050

XYZ file:
```
117
C48H58N3O2PrS3Si2, DFT the ωB97M-V functional and the def2-TZVPD basis
Pr 12.656 10.479 12.290
C 19.375 12.023 13.672
C 18.912 10.686 13.102
C 18.029 9.865 14.160
C 20.104 9.730 12.737
C 18.099 10.995 11.834
C 18.757 11.597 10.819
C 18.102 12.171 9.741
C 16.726 12.043 9.714
S 15.535 12.568 8.535
C 14.230 11.849 9.519
N 14.623 11.275 10.574
C 16.040 11.355 10.750
C 16.702 10.836 11.822
C 12.839 12.071 9.145
C 12.457 12.634 7.946
C 11.104 12.723 7.600
C 10.159 12.223 8.488
C 10.571 11.786 9.749
C 11.932 11.696 10.117
H 19.654 11.811 14.683
H 18.569 12.773 13.628
H 20.238 12.431 13.099
H 18.639 9.520 15.015
H 17.625 8.922 13.782
H 17.234 10.459 14.634
H 20.861 9.663 13.567
H 20.625 10.014 11.835
H 19.594 8.793 12.478
H 19.855 11.772 10.830
H 18.718 12.595 8.943
H 16.163 10.399 12.627
H 13.245 12.981 7.247
H 10.745 13.302 6.719
H 9.058 12.205 8.179
H 9.803 11.550 10.477
C 13.288 6.426 14.062
C 13.203 7.442 12.890
S 14.602 8.510 12.882
C 12.343 7.202 11.882
C 11.377 6.113 11.749
S 12.168 8.392 10.559
H 12.400 5.726 14.097
H 13.384 7.035 15.017
H 14.242 5.915 13.849
H 11.901 5.234 11.431
H 10.720 6.407 10.939
H 10.950 5.844 12.760
C 12.203 14.988 14.100
Si 10.631 14.039 13.713
C 9.231 14.810 14.897
C 10.002 14.692 11.991
C 10.752 12.254 13.762
C 9.721 11.460 13.121
C 8.410 11.878 12.759
C 7.500 10.939 12.304
C 7.838 9.628 12.044
C 9.161 9.285 12.328
N 10.023 10.143 12.880
Si 11.141 11.577 15.440
C 9.479 11.229 16.386
C 11.783 12.928 16.645
C 12.040 9.946 15.487
H 12.694 15.283 13.189
H 12.946 14.490 14.740
H 11.979 15.932 14.616
H 8.658 15.585 14.377
H 9.739 15.313 15.691
H 8.452 14.071 15.136
H 10.115 15.788 11.932
H 8.947 14.467 11.884
H 10.527 14.177 11.139
H 8.033 12.870 12.904
H 6.464 11.365 12.141
H 7.171 8.942 11.600
H 9.528 8.289 12.107
H 8.974 12.200 16.513
H 9.783 10.962 17.411
H 8.722 10.566 15.985
H 11.483 12.565 17.693
H 11.282 13.914 16.479
H 12.842 13.035 16.707
H 11.466 9.142 15.050
H 12.197 9.629 16.569
H 13.021 9.926 15.105
C 18.169 16.357 20.141
C 18.352 15.067 19.342
C 19.415 14.195 19.613
C 19.544 13.007 18.975
C 18.548 12.574 18.045
C 17.463 13.432 17.773
N 16.599 13.113 16.715
C 16.681 13.755 15.523
C 17.622 14.792 15.383
C 17.780 15.414 14.192
C 17.140 14.971 13.035
C 16.232 13.922 13.151
C 15.971 13.314 14.418
C 14.946 12.209 14.547
O 14.866 11.682 15.660
O 14.267 11.947 13.536
C 17.360 14.651 18.440
C 16.107 15.446 18.120
H 18.996 16.391 20.829
H 17.168 16.394 20.538
H 18.258 17.224 19.471
H 20.168 14.593 20.243
H 20.313 12.377 19.358
H 18.695 11.657 17.483
H 16.072 12.230 16.756
H 18.238 15.096 16.215
H 18.495 16.250 14.094
H 17.331 15.382 12.046
H 15.832 13.508 12.179
H 16.127 15.988 17.155
H 15.993 16.130 18.985
H 15.191 14.812 18.186
```

Results of the Löwdin charge analysis, in e, for atoms 1 through 6: Pr 0.61; C -0.04; C -0.49; C -0.04; C -0.06; C -0.18